# 1
Entry from the OMol25 dataset: 2 unconnected molecules or ions with the total composition C5H16N3 in a non-equilibrium geometry (ωB97M-V/def2-TZVPD).

Total charge: +1
E_LUMO in hartree: -0.1085
HOMO in eV: -13.203
Relative energy (zero: lowest compared OMol25 entry of this formula, charge and spin) in eV: 0.8686
HOMO-LUMO gap in eV: 10.25

The geometry in XYZ format:
```
24
Properties=species:S:1:pos:R:3:lowdin_charge:R:1
C 0.145 2.123 -2.521 -0.02
N -0.341 1.350 -1.378 0.03
C -1.040 1.843 -0.399 -0.15
N -1.423 1.226 0.691 0.19
H 0.167 1.495 -3.406 0.10
H 1.139 2.521 -2.322 0.10
H -0.508 2.969 -2.725 0.10
H 0.177 0.492 -1.234 0.12
H -1.409 2.856 -0.496 0.16
H -1.173 0.259 1.042 0.10
H -2.088 1.776 1.218 0.13
C 0.384 -2.236 -0.810 -0.09
C 0.964 -1.586 0.440 -0.29
N -0.106 -1.221 1.375 -0.18
C 0.402 -0.563 2.584 -0.12
H 1.199 -2.478 -1.491 0.08
H -0.349 -1.596 -1.302 0.06
H -0.123 -3.173 -0.575 0.08
H 1.413 -0.638 0.127 0.10
H 1.687 -2.268 0.890 0.12
H -0.668 -2.031 1.595 0.12
H -0.453 -0.274 3.197 0.08
H 1.062 -1.190 3.186 0.09
H 0.942 0.344 2.316 0.08
```

***

# 2
Entry from the OMol25 dataset: 2 unconnected molecules or ions with the total composition C5H16N3 in a non-equilibrium geometry (ωB97M-V/def2-TZVPD).

Total charge: +1
E_LUMO in hartree: -0.1163
HOMO in eV: -14.131
Relative energy (zero: lowest compared OMol25 entry of this formula, charge and spin) in eV: 1.6481
HOMO-LUMO gap in eV: 10.97

The geometry in XYZ format:
```
24
Properties=species:S:1:pos:R:3:lowdin_charge:R:1
C -1.826 -1.719 0.171 -0.05
C -1.220 0.096 -1.458 -0.42
N -1.679 -0.391 -0.310 0.02
N -1.039 -0.797 -2.451 0.21
N -1.167 1.435 -1.598 0.21
H -1.810 0.253 0.462 0.16
H -1.258 -1.802 -2.317 0.14
H -0.343 -0.636 -3.156 0.13
H -1.523 2.064 -0.868 0.15
H -1.308 1.736 -2.553 0.13
H -1.053 -1.984 0.952 0.11
H -1.881 -2.520 -0.554 0.09
H -2.663 -1.856 0.837 0.10
C 1.153 0.897 1.238 -0.32
C 1.558 -0.383 1.936 -0.13
C 2.266 1.362 0.297 -0.12
H 0.960 1.654 2.046 0.13
H 0.366 0.491 0.594 0.05
H 2.536 -0.841 1.824 0.08
H 1.489 -0.404 3.004 0.07
H 3.258 1.555 0.793 0.10
H 1.807 2.323 -0.100 0.09
H 0.860 -1.142 1.615 0.03
H 2.516 0.608 -0.403 0.05
```

***

# 3
Entry from the OMol25 dataset: a gas-phase ion, C5H16N3 (charge +2) in a non-equilibrium geometry (ωB97M-V/def2-TZVPD).

Multiplicity: 2
Total charge: +2
E_LUMO (spin up / spin down) in hartree: -0.2607 / -0.4683
HOMO (spin up / spin down) in eV: -15.739 / -15.281
Expectation value of S²: 0.75
Relative energy (zero: lowest compared OMol25 entry of this formula, charge and spin) in eV: 3.0844
HOMO-LUMO gap (spin up / spin down) in eV: 8.65 / 2.54

The geometry in XYZ format:
```
24
Properties=species:S:1:pos:R:3:lowdin_charge:R:1
N -1.288 0.483 -1.382 0.23
C -0.102 -0.050 -0.501 -0.22
C 1.238 0.202 -1.082 -0.18
C 2.236 -0.945 -0.921 -0.25
N 3.541 -0.414 -1.272 0.07
C -0.585 0.379 1.003 -0.07
N -1.864 -0.331 1.344 0.12
C -2.606 0.411 2.405 0.00
H -0.999 0.773 -2.311 0.17
H -1.976 -0.278 -1.547 0.18
H -1.793 1.288 -0.954 0.18
H -0.207 -1.203 -0.485 0.17
H 1.152 0.325 -2.171 0.14
H 1.631 1.105 -0.565 0.15
H 2.203 -1.422 0.128 0.15
H 1.979 -1.768 -1.601 0.13
H 3.925 -0.409 -2.192 0.10
H 4.223 -0.651 -0.707 0.02
H -0.731 1.433 1.111 0.12
H 0.136 0.163 1.791 0.17
H -1.600 -1.256 1.695 0.17
H -2.739 -0.185 3.379 0.16
H -2.148 1.424 2.623 0.13
H -3.629 0.924 2.211 0.17
```

***

# 4
Entry from the OMol25 dataset: 2 unconnected molecules or ions with the total composition C5H16N3 in a non-equilibrium geometry (ωB97M-V/def2-TZVPD).

Multiplicity: 2
Total charge: +2
E_LUMO (spin up / spin down) in hartree: -0.2535 / -0.5171
HOMO (spin up / spin down) in eV: -18.250 / -18.173
Expectation value of S²: 0.75
Relative energy (zero: lowest compared OMol25 entry of this formula, charge and spin) in eV: 3.1642
HOMO-LUMO gap (spin up / spin down) in eV: 11.35 / 4.10

The geometry in XYZ format:
```
24
Properties=species:S:1:pos:R:3:lowdin_charge:R:1
C 0.705 1.784 2.113 -0.11
C 1.578 -0.178 0.804 -0.31
N 1.082 0.426 2.007 0.02
N 2.374 0.535 -0.034 0.23
N 1.214 -1.505 0.531 0.21
H 0.495 -0.192 2.531 0.14
H 2.668 1.446 0.188 0.11
H 2.445 0.272 -1.051 0.17
H 0.574 -1.912 1.256 0.16
H 1.684 -2.110 -0.042 0.09
H 1.599 2.513 2.141 0.12
H 0.410 2.036 3.178 0.13
H 0.038 2.226 1.301 0.11
C -1.260 -0.035 -1.678 -0.17
C -1.706 -1.324 -2.258 0.00
C -1.509 -0.004 -0.222 -0.03
H -1.763 0.803 -2.180 0.20
H -0.184 0.186 -1.914 0.20
H -0.983 -1.904 -2.801 0.13
H -2.072 -2.082 -1.551 0.12
H -0.909 0.622 0.393 0.06
H -1.731 -0.978 0.259 0.13
H -2.422 -1.181 -3.078 0.16
H -2.329 0.555 0.108 0.14
```

***

# 5
Entry from the OMol25 dataset: 2 unconnected molecules or ions with the total composition C5H16N3O in a non-equilibrium geometry (ωB97M-V/def2-TZVPD).

Total charge: +1
E_LUMO in hartree: -0.1023
HOMO in eV: -14.184
Relative energy (zero: lowest compared OMol25 entry of this formula, charge and spin) in eV: 1.5817
HOMO-LUMO gap in eV: 11.40

The geometry in XYZ format:
```
25
Properties=species:S:1:pos:R:3:lowdin_charge:R:1
C -1.196 -0.768 1.272 -0.19
C -2.577 -0.693 1.967 -0.06
C -0.317 -1.762 -0.805 -0.41
N -1.345 -1.246 -0.126 0.09
N 0.992 -1.550 -0.555 0.19
N -0.655 -2.212 -2.034 0.17
H -0.813 0.263 1.228 0.11
H -0.701 -1.518 1.875 0.12
H -3.248 -1.429 1.501 0.08
H -3.021 0.282 2.101 0.08
H -2.285 -1.426 -0.448 0.15
H 1.186 -0.581 -0.202 0.07
H 1.610 -1.661 -1.357 0.13
H -1.572 -2.659 -2.095 0.13
H -0.138 -2.700 -2.759 0.13
H -2.434 -1.319 2.874 0.09
C 1.519 1.957 -0.779 -0.30
C 2.306 3.047 -0.141 -0.09
O 1.042 1.028 0.183 -0.14
H 0.576 2.287 -1.235 0.13
H 2.042 1.389 -1.569 0.12
H 3.332 2.871 0.245 0.09
H 1.489 1.056 1.039 0.12
H 1.705 3.465 0.710 0.10
H 2.503 3.878 -0.893 0.11
```

***

# 6
Entry from the OMol25 dataset: 2 unconnected molecules or ions with the total composition C5H16N3O in a non-equilibrium geometry (ωB97M-V/def2-TZVPD).

Total charge: +1
E_LUMO in hartree: -0.1094
HOMO in eV: -13.254
Relative energy (zero: lowest compared OMol25 entry of this formula, charge and spin) in eV: 1.7358
HOMO-LUMO gap in eV: 10.28

The geometry in XYZ format:
```
25
Properties=species:S:1:pos:R:3:lowdin_charge:R:1
C 0.636 0.005 1.508 -0.18
C 0.933 -1.251 2.319 -0.07
C -1.597 0.938 0.865 -0.41
N -0.829 0.250 1.660 0.10
N -1.061 1.804 -0.051 0.19
N -2.915 0.795 0.703 0.20
H 1.190 0.880 1.853 0.13
H 0.901 -0.220 0.477 0.09
H 0.108 -1.967 2.217 0.09
H 1.208 -1.060 3.357 0.08
H -1.213 -0.096 2.530 0.17
H -0.180 2.294 -0.024 0.13
H -1.638 2.040 -0.841 0.12
H -3.556 0.427 1.396 0.14
H -3.487 1.333 0.068 0.13
H 1.866 -1.745 2.029 0.09
C 1.486 -1.049 -2.755 -0.25
C 2.620 -0.429 -2.006 -0.10
O 0.267 -0.997 -1.916 -0.14
H 1.065 -0.527 -3.619 0.12
H 1.695 -2.119 -2.761 0.12
H 3.157 -1.175 -1.396 0.09
H 0.125 -0.082 -1.662 0.02
H 2.271 0.485 -1.495 0.07
H 3.490 -0.134 -2.616 0.08
```

***

# 7
Entry from the OMol25 dataset: 3 unconnected molecules or ions with the total composition C5H16NO in a non-equilibrium geometry (ωB97M-V/def2-TZVPD).

Multiplicity: 2
Total charge: 0
E_LUMO (spin up / spin down) in hartree: 0.0338 / -0.0715
HOMO (spin up / spin down) in eV: -9.586 / -9.695
Expectation value of S²: 0.75
Relative energy (zero: lowest compared OMol25 entry of this formula, charge and spin) in eV: 2.3857
HOMO-LUMO gap (spin up / spin down) in eV: 10.51 / 7.75

The geometry in XYZ format:
```
23
Properties=species:S:1:pos:R:3:lowdin_charge:R:1
C 0.060 1.904 0.079 -0.34
C 0.649 0.852 -0.785 -0.17
C 1.063 -0.510 -0.053 -0.45
C 2.299 -0.592 0.855 -0.07
C 0.927 -1.743 -0.937 -0.10
N -0.467 1.401 1.333 -0.04
H 0.684 2.675 0.501 0.11
H -0.638 2.339 -0.669 0.11
H -0.096 0.422 -1.439 0.09
H 1.494 1.071 -1.379 0.10
H 0.212 -0.641 0.585 0.04
H 3.238 -0.376 0.345 0.07
H 2.142 0.080 1.719 0.08
H 2.464 -1.593 1.272 0.07
H -0.080 -1.752 -1.319 0.05
H 1.152 -2.588 -0.290 0.07
H 1.569 -1.772 -1.837 0.09
H -0.871 2.327 1.772 0.13
H -1.247 0.763 0.973 0.00
H -1.590 -0.568 0.419 0.21
H -4.668 -0.891 -0.995 0.04
H -3.684 -0.404 0.016 -0.04
O -4.613 -0.405 -0.167 -0.06
```

***

# 8
Entry from the OMol25 dataset: 2 unconnected molecules or ions with the total composition C5H16NO in a non-equilibrium geometry (ωB97M-V/def2-TZVPD).

Total charge: +1
E_LUMO in hartree: -0.1301
HOMO in eV: -14.366
Relative energy (zero: lowest compared OMol25 entry of this formula, charge and spin) in eV: 2.8841
HOMO-LUMO gap in eV: 10.82

The geometry in XYZ format:
```
23
Properties=species:S:1:pos:R:3:lowdin_charge:R:1
C 0.820 0.923 0.037 -0.10
C 0.054 -0.431 0.115 -0.21
C -1.398 -0.163 0.337 -0.22
C -2.158 0.259 -1.010 -0.25
C -2.464 -0.975 -1.870 -0.12
N 1.534 1.134 1.408 0.16
H -0.102 1.621 -0.086 0.15
H 1.416 1.039 -0.765 0.08
H 0.323 -0.993 -0.730 0.10
H 0.470 -1.064 0.938 0.12
H -2.100 -0.967 0.791 0.14
H -1.592 0.478 1.234 0.11
H -2.942 0.961 -0.821 0.09
H -1.576 0.770 -1.806 0.10
H -1.416 -1.185 -2.161 0.06
H -3.027 -0.729 -2.915 0.14
H -2.918 -1.836 -1.493 0.04
H 1.155 1.731 2.073 0.12
H 1.684 0.153 1.710 0.11
H 2.576 1.645 1.170 0.26
H 4.128 -0.802 0.496 0.11
H 4.036 -0.871 2.070 0.07
O 3.497 -0.698 1.277 -0.08
```

***

# 9
Entry from the OMol25 dataset: 3 unconnected molecules or ions with the total composition C5H16NO in a non-equilibrium geometry (ωB97M-V/def2-TZVPD).

Total charge: +1
E_LUMO in hartree: -0.3804
HOMO in eV: -14.587
Relative energy (zero: lowest compared OMol25 entry of this formula, charge and spin) in eV: 9.0612
HOMO-LUMO gap in eV: 4.24

The geometry in XYZ format:
```
23
Properties=species:S:1:pos:R:3:lowdin_charge:R:1
C -0.688 -1.928 0.777 -0.07
C -0.477 -0.707 1.688 -0.20
C -1.462 0.454 1.429 -0.16
C -1.161 1.317 0.184 -0.19
C -1.543 0.694 -1.153 -0.06
N 3.715 0.480 -1.582 0.07
H -1.733 -2.330 0.865 0.12
H -0.005 -2.729 1.088 0.10
H -0.463 -1.679 -0.234 0.02
H 0.532 -0.337 1.457 0.11
H -2.474 0.070 1.451 0.13
H -1.430 1.121 2.305 0.13
H -1.607 2.296 0.311 0.13
H -0.007 1.452 0.194 0.16
H -1.490 1.383 -1.950 0.07
H -0.841 -0.152 -1.398 0.08
H -2.613 0.392 -1.172 0.13
H 2.739 0.803 -1.706 0.02
H -0.542 -0.995 2.745 0.13
H 4.138 0.135 -2.512 0.10
H 4.343 1.215 -1.202 0.07
H 1.982 -0.656 -0.879 0.04
O 1.088 -0.299 -0.706 0.08
```

***

# 10
Entry from the OMol25 dataset: 2 unconnected molecules or ions with the total composition C5H16NO in a non-equilibrium geometry (ωB97M-V/def2-TZVPD).

Total charge: +1
E_LUMO in hartree: -0.1216
HOMO in eV: -14.645
Relative energy (zero: lowest compared OMol25 entry of this formula, charge and spin) in eV: 1.7628
HOMO-LUMO gap in eV: 11.34

The geometry in XYZ format:
```
23
Properties=species:S:1:pos:R:3:lowdin_charge:R:1
C -0.228 -0.331 1.169 -0.04
C -0.098 -0.831 -0.362 -0.40
C 1.024 -1.797 -0.531 -0.11
C -1.423 -1.465 -0.937 -0.24
C -1.570 -1.221 -2.421 -0.10
N 0.861 0.847 1.265 0.16
H 0.065 -1.146 2.008 0.18
H -1.149 0.100 1.420 0.09
H 0.106 0.138 -0.900 0.14
H 1.277 -2.039 -1.684 0.14
H 2.023 -1.354 -0.182 0.08
H 0.851 -2.771 0.023 0.10
H -1.524 -2.561 -0.615 0.15
H -2.155 -0.947 -0.419 0.07
H -1.727 -0.153 -2.649 0.08
H -0.653 -1.584 -3.091 0.12
H -2.450 -1.749 -2.656 0.05
H 1.302 0.804 2.269 0.20
H 1.722 0.653 0.679 0.17
H 0.480 1.759 1.189 0.08
H 1.528 4.360 1.959 0.09
H 0.207 4.329 1.210 0.06
O 0.980 3.763 1.384 -0.07
```

***

# 11
Entry from the OMol25 dataset: 2 unconnected molecules or ions with the total composition C5H16NO in a non-equilibrium geometry (ωB97M-V/def2-TZVPD).

Total charge: +1
E_LUMO in hartree: -0.1239
HOMO in eV: -14.894
Relative energy (zero: lowest compared OMol25 entry of this formula, charge and spin) in eV: 0.9331
HOMO-LUMO gap in eV: 11.52

The geometry in XYZ format:
```
23
Properties=species:S:1:pos:R:3:lowdin_charge:R:1
C 0.660 0.856 0.485 -0.09
C 0.751 -0.206 -0.671 -0.36
C 1.397 0.605 -1.825 -0.06
C -0.573 -0.747 -1.138 -0.25
C -0.381 -1.940 -2.100 -0.08
N -0.420 0.475 1.468 0.17
H 1.582 0.731 1.030 0.13
H 0.484 1.859 0.122 0.13
H 1.493 -0.957 -0.402 0.14
H 2.122 1.380 -1.568 0.08
H 0.598 1.145 -2.341 0.09
H 1.921 -0.019 -2.549 0.09
H -1.177 0.009 -1.652 0.12
H -1.256 -1.089 -0.351 0.10
H 0.491 -2.528 -1.836 0.08
H -0.329 -1.655 -3.154 0.08
H -1.321 -2.494 -2.135 0.08
H -0.430 1.073 2.308 0.13
H -0.108 -0.344 1.999 0.17
H -1.366 0.330 1.129 0.15
H -0.897 0.732 4.858 0.08
H -1.728 1.867 4.212 0.07
O -1.514 0.916 4.110 -0.07
```

***

# 12
Entry from the OMol25 dataset: 2 unconnected molecules or ions with the total composition C5H16NO2 in a non-equilibrium geometry (ωB97M-V/def2-TZVPD).

Total charge: +1
E_LUMO in hartree: -0.1177
HOMO in eV: -14.401
Relative energy (zero: lowest compared OMol25 entry of this formula, charge and spin) in eV: 1.1471
HOMO-LUMO gap in eV: 11.20

The geometry in XYZ format:
```
24
Properties=species:S:1:pos:R:3:lowdin_charge:R:1
C 0.647 1.790 -1.590 -0.04
C 0.207 1.136 -0.316 -0.32
C -1.027 0.244 -0.477 -0.14
C -1.312 -0.680 0.735 -0.17
C -1.464 -0.027 2.079 -0.19
O -0.165 -0.176 2.743 -0.09
N 1.350 0.198 0.104 0.21
H 0.814 0.997 -2.339 0.10
H 1.498 2.439 -1.403 0.09
H -0.093 2.248 -2.260 0.11
H 0.127 1.769 0.566 0.15
H -0.973 -0.367 -1.375 0.12
H -1.877 0.915 -0.574 0.13
H -0.492 -1.398 0.903 0.12
H -2.136 -1.278 0.367 0.12
H -1.592 1.061 2.095 0.13
H -2.164 -0.545 2.726 0.13
H -0.093 0.408 3.477 0.08
H 1.324 -0.090 1.093 0.14
H 2.277 0.604 -0.043 0.17
H 1.362 -0.738 -0.322 0.15
H 1.906 -3.212 -2.232 0.07
H 0.857 -2.203 -2.147 0.01
O 1.019 -3.095 -1.811 -0.06
```

***

What is the relative energy (zero: lowest compared OMol25 entry of this formula, charge and spin) in the fourth record?
3.1642 eV